(1)
ORCA calculation (the ωB97M-V functional and the def2-TZVPD basis) on C7H10 in the gas phase.

```
! RIJCOSX wB97M-V def2-TZVPD def2/J DEFGRID3
* xyz 0 1
C 1.532 -0.345 1.333
C 0.425 0.675 1.244
C -0.120 1.121 -0.120
C 0.023 0.372 -1.450
C -1.146 -0.638 -1.300
C -1.245 -0.911 0.169
C -0.898 0.227 0.802
H 2.495 0.161 1.229
H 1.508 -0.867 2.294
H 1.448 -1.101 0.542
H 0.490 1.482 1.970
H -0.345 2.187 -0.192
H 1.024 -0.068 -1.623
H -0.151 1.039 -2.302
H -1.243 -1.440 -2.040
H -1.742 -1.805 0.526
H -2.095 -0.097 -1.110
*
```

Values from the calculation:
- Kohn-Sham gap: 8.785 eV
- ΔE to the lowest compared entry with this formula, charge and spin: 85.6 kcal per mole

Calculated atomic charges, method natural (NBO), unit e: -0.610 -0.188 -0.279 -0.408 -0.469 -0.119 -0.100 0.209 0.215 0.209 0.219 0.221 0.202 0.218 0.218 0.215 0.247

(2)
ORCA calculation (the ωB97M-V functional and the def2-TZVPD basis) on C4H6N2 in the gas phase.

```
! RIJCOSX wB97M-V def2-TZVPD def2/J DEFGRID3
* xyz 0 1
C 1.461 -2.380 0.830
C 1.134 -1.244 0.585
C -0.907 0.599 0.688
C 0.683 0.035 0.193
N -0.527 0.086 -0.587
N -0.547 0.978 -1.708
H 1.714 -3.388 1.236
H -1.619 0.031 1.146
H -0.736 1.655 0.888
H 1.248 0.917 0.074
H -0.365 1.881 -1.242
H -1.538 0.830 -2.102
*
```

Values from the calculation:
- Kohn-Sham gap: 9.927 eV
- ΔE to the lowest compared entry with this formula, charge and spin: 124.3 kcal per mole

Calculated atomic charges, method natural (NBO), unit e: -0.205 -0.053 -0.229 -0.123 -0.270 -0.657 0.248 0.207 0.175 0.211 0.323 0.371

(3)
ORCA calculation (the ωB97M-V functional and the def2-TZVPD basis) on 5 unconnected molecules or ions with the total composition C44H49Br4F5O14.

```
! RIJCOSX wB97M-V def2-TZVPD def2/J DEFGRID3
* xyz 0 1
C 4.474 -2.093 -2.232
C 3.406 -2.857 -1.456
Br 3.222 -4.742 -1.735
C 2.617 -2.225 -0.582
Br 1.300 -3.249 0.418
C 2.672 -0.773 -0.261
C 3.861 -0.189 0.144
C 3.940 1.141 0.490
C 2.838 1.965 0.423
C 1.651 1.394 0.030
C 1.554 0.056 -0.312
C 0.184 -0.468 -0.717
O -0.002 -1.277 -1.600
C -0.952 0.153 0.087
C -2.019 -0.617 0.447
C -2.997 -0.017 1.224
C -2.919 1.296 1.630
C -4.056 1.778 2.527
F -5.054 2.329 1.775
F -3.632 2.682 3.466
C -4.726 0.662 3.339
C -6.086 0.452 3.354
C -6.602 -0.565 4.141
C -5.817 -1.404 4.886
C -4.437 -1.184 4.868
C -3.524 -2.083 5.671
F -2.845 -2.887 4.801
F -2.591 -1.388 6.338
F -4.171 -2.904 6.501
C -3.930 -0.161 4.123
C -1.831 2.095 1.208
C -1.652 3.575 1.549
Br -3.207 4.693 1.172
C -1.049 3.847 2.979
C -0.417 2.590 3.604
Br 0.369 5.202 2.755
C -0.860 1.492 0.435
C 0.363 2.190 -0.095
O 0.394 3.272 -0.649
H 5.327 -1.921 -1.566
H 4.751 -2.665 -3.118
H 4.068 -1.104 -2.467
H 4.784 -0.755 0.238
H 4.881 1.574 0.821
H 2.891 3.024 0.665
H -2.130 -1.661 0.167
H -3.832 -0.657 1.496
H -6.764 1.078 2.784
H -7.681 -0.708 4.171
H -6.185 -2.219 5.500
H -2.855 0.028 4.096
H -0.892 3.945 0.862
H -1.839 4.282 3.591
H 0.292 2.184 2.871
H 0.154 2.885 4.489
H -1.224 1.888 3.832
C -0.726 10.342 -3.328
C -1.585 9.770 -2.220
O -1.867 8.383 -2.438
C -0.875 7.542 -2.130
O 0.200 7.850 -1.683
O -1.277 6.307 -2.417
C -0.276 5.301 -2.210
H -1.182 10.152 -4.301
H -0.601 11.418 -3.200
H 0.261 9.880 -3.338
H -2.550 10.276 -2.204
H -1.126 9.916 -1.241
H 0.135 5.362 -1.212
H 0.513 5.406 -2.956
H -0.754 4.338 -2.336
C -2.023 0.173 -4.284
C -2.749 -0.718 -3.300
O -4.128 -0.887 -3.667
C -4.356 -1.755 -4.651
O -3.528 -2.404 -5.235
O -5.670 -1.771 -4.891
C -6.051 -2.604 -5.987
H -2.549 1.122 -4.401
H -1.006 0.371 -3.942
H -1.970 -0.290 -5.269
H -2.751 -0.251 -2.316
H -2.259 -1.686 -3.198
H -5.659 -3.612 -5.871
H -5.709 -2.168 -6.925
H -7.138 -2.648 -5.994
C 4.928 1.330 8.151
C 5.752 1.402 6.882
O 5.290 0.460 5.904
C 4.195 0.819 5.236
O 3.585 1.848 5.371
O 3.879 -0.169 4.397
C 2.669 0.052 3.671
H 4.900 0.308 8.530
H 5.349 1.981 8.918
H 3.898 1.636 7.969
H 6.784 1.132 7.098
H 5.760 2.410 6.466
H 2.685 1.014 3.163
H 1.813 -0.010 4.345
H 2.590 -0.737 2.927
C 2.594 -8.865 -7.109
C 4.044 -9.148 -6.777
O 4.406 -8.599 -5.502
C 4.007 -9.303 -4.443
O 3.397 -10.340 -4.467
O 4.389 -8.648 -3.344
C 3.953 -9.250 -2.125
H 2.386 -7.797 -7.034
H 2.360 -9.202 -8.119
H 1.926 -9.374 -6.414
H 4.690 -8.663 -7.508
H 4.262 -10.216 -6.808
H 4.240 -10.299 -2.079
H 2.873 -9.145 -2.022
H 4.436 -8.718 -1.309
*
```

Values from the calculation:
- Kohn-Sham gap: 8.129 eV

Löwdin atomic charge list, values in e, 99 entries: -0.098 -0.729 0.716 -0.622 0.750 -0.207 -0.028 -0.049 0.000 -0.080 -0.043 -0.289 0.096 -0.078 0.022 0.018 -0.056 -0.432 0.051 0.072 -0.131 0.003 -0.053 0.000 -0.105 -0.568 0.119 0.151 0.150 0.022 -0.123 -0.665 0.815 -0.719 -0.118 0.705 -0.034 -0.221 0.089 0.078 0.070 0.088 0.127 0.123 0.133 0.138 0.137 0.127 0.116 0.125 0.139 0.016 0.066 0.069 0.079 0.072 -0.068 -0.216 0.035 -0.609 0.122 0.010 -0.045 0.081 0.079 0.074 0.121 0.123 0.075 0.105 0.084 -0.055 -0.214 0.041 -0.611 0.126 0.004 -0.044 0.084 0.073 0.077 0.107 0.120 0.095 0.098 0.092 -0.066 -0.212 0.038 -0.608 0.123 0.013 -0.038 0.082 0.080 0.075 0.122 0.123 0.078

(4)
ORCA calculation (the ωB97M-V functional and the def2-TZVPD basis) on a molecular structure, C43H109CuN6O15.

```
! RIJCOSX wB97M-V def2-TZVPD def2/J DEFGRID3
* xyz 1 2
Cu 4.299 -2.693 -0.739
C 0.161 -1.371 -0.955
C 1.498 -0.650 -0.805
C 1.604 -0.189 0.646
O 2.586 -1.359 -1.282
H 0.039 -1.792 -1.953
H -0.706 -0.731 -0.791
H 0.197 -2.222 -0.276
H 1.418 0.223 -1.454
H 1.163 -0.894 1.351
H 1.051 0.731 0.837
H 2.635 -0.044 0.969
C 2.736 2.321 3.336
O 1.883 3.442 3.698
C 1.566 3.597 5.054
C 0.399 4.584 5.265
N -0.844 4.175 4.598
C -1.920 5.162 4.686
C -3.104 4.706 3.804
O -2.687 4.522 2.438
C -3.725 4.130 1.509
H 3.559 2.204 4.042
H 3.242 2.444 2.378
H 2.174 1.389 3.286
H 2.471 3.891 5.585
H 1.273 2.647 5.502
H 0.732 5.597 5.039
H 0.141 4.586 6.324
H -0.567 3.970 3.649
H -1.594 6.093 4.222
H -2.323 5.223 5.697
H -3.819 5.527 3.774
H -3.655 3.871 4.238
H -3.200 3.965 0.568
H -4.498 4.897 1.456
H -4.171 3.188 1.829
C 2.676 3.278 -1.450
O 2.222 4.455 -0.828
C 1.213 4.291 0.171
C 0.961 5.487 1.103
N 1.910 5.673 2.222
C 3.214 6.062 1.799
C 4.266 6.182 2.974
O 4.409 4.903 3.563
C 5.254 4.910 4.708
H 1.881 2.597 -1.753
H 3.347 2.794 -0.741
H 3.278 3.568 -2.312
H 1.464 3.436 0.799
H 0.251 4.091 -0.301
H -0.050 5.383 1.496
H 0.892 6.431 0.564
H 2.068 4.825 2.747
H 3.092 6.984 1.230
H 3.580 5.365 1.046
H 3.885 6.902 3.698
H 5.185 6.633 2.599
H 4.952 5.646 5.453
H 6.230 5.113 4.267
H 5.277 3.925 5.175
C 2.706 -5.707 -4.172
O 1.634 -5.310 -5.017
C 1.694 -3.991 -5.287
C 0.452 -3.479 -6.036
N -0.758 -3.703 -5.246
C -1.052 -2.509 -4.429
C -2.246 -2.797 -3.455
O -1.963 -3.830 -2.536
C -2.816 -3.792 -1.364
H 3.530 -6.076 -4.783
H 2.364 -6.556 -3.581
H 3.028 -4.956 -3.450
H 2.627 -3.744 -5.793
H 1.721 -3.404 -4.369
H 0.445 -4.023 -6.980
H 0.601 -2.437 -6.322
H -0.467 -4.380 -4.556
H -1.414 -1.798 -5.172
H -0.199 -2.086 -3.897
H -3.192 -2.921 -3.981
H -2.283 -1.874 -2.877
H -2.563 -2.966 -0.699
H -2.670 -4.764 -0.894
H -3.875 -3.772 -1.620
C 1.567 -4.773 -0.757
O 2.650 -4.265 -0.077
C 2.526 -4.519 1.362
C 3.734 -3.882 2.026
N 4.036 -2.563 1.509
C 5.338 -2.199 1.989
C 5.663 -0.794 1.361
O 5.654 -0.898 -0.029
C 5.877 0.340 -0.728
H 1.743 -5.847 -0.816
H 1.454 -4.264 -1.714
H 0.612 -4.712 -0.235
H 2.470 -5.604 1.453
H 1.597 -4.111 1.762
H 4.504 -4.633 1.848
H 3.605 -3.887 3.109
H 3.372 -2.063 2.082
H 6.063 -2.986 1.781
H 5.312 -2.153 3.078
H 6.669 -0.469 1.624
H 5.007 0.006 1.704
H 5.955 0.260 -1.812
H 6.823 0.805 -0.451
H 5.024 1.010 -0.617
C -9.222 2.484 -3.051
O -8.371 1.851 -1.978
C -8.102 0.539 -2.356
C -7.165 -0.090 -1.322
N -5.762 0.428 -1.411
C -4.989 -0.077 -0.287
C -3.533 0.097 -0.510
O -3.128 1.424 -0.340
C -1.702 1.587 -0.361
H -10.235 2.084 -3.028
H -8.787 2.392 -4.046
H -9.398 3.532 -2.805
H -7.721 0.536 -3.377
H -9.021 -0.046 -2.379
H -7.103 -1.166 -1.486
H -7.513 0.082 -0.304
H -5.812 1.427 -1.269
H -5.188 -1.124 -0.061
H -5.331 0.423 0.619
H -3.276 -0.280 -1.500
H -3.077 -0.577 0.216
H -1.293 1.326 -1.337
H -1.215 1.013 0.428
H -1.427 2.629 -0.196
C -7.479 -2.820 1.274
O -6.258 -2.815 1.991
C -5.391 -3.806 1.631
C -4.125 -3.832 2.491
N -3.400 -2.579 2.359
C -2.164 -2.554 3.133
C -1.471 -1.137 3.042
O -2.227 -0.117 3.669
C -1.715 1.207 3.482
H -8.135 -2.092 1.752
H -7.884 -3.831 1.228
H -7.308 -2.512 0.243
H -5.114 -3.797 0.577
H -5.839 -4.788 1.786
H -3.539 -4.704 2.201
H -4.390 -3.991 3.536
H -3.961 -1.771 2.587
H -1.456 -3.223 2.644
H -2.236 -2.813 4.190
H -1.356 -0.867 1.993
H -0.476 -1.270 3.468
H -1.950 1.535 2.469
H -0.637 1.239 3.637
H -2.143 1.895 4.211
C 5.746 -3.853 -4.354
C 5.720 -2.410 -3.915
O 4.751 -2.194 -2.930
H 6.547 -4.110 -5.047
H 4.799 -4.002 -4.872
H 5.835 -4.558 -3.528
H 5.518 -1.808 -4.801
H 6.670 -2.020 -3.550
H 4.019 -1.832 -3.435
C 0.859 0.877 -4.611
C 2.372 0.582 -4.541
O 2.607 -0.751 -4.133
H 0.388 0.218 -5.342
H 0.629 1.917 -4.840
H 0.474 0.717 -3.604
H 2.869 1.322 -3.914
H 2.859 0.707 -5.508
H 2.330 -0.853 -3.220
*
```

Values from the calculation:
- Kohn-Sham gap (alpha / beta): 7.558 / 4.538 eV

Löwdin atomic charge list, values in e, 99 entries: 0.522 -0.015 -0.470 -0.033 -0.013 0.061 0.058 0.083 0.136 0.069 0.073 0.060 -0.068 -0.252 -0.202 -0.189 -0.058 -0.180 -0.217 -0.227 -0.071 0.083 0.078 0.070 0.117 0.120 0.111 0.118 0.084 0.119 0.125 0.115 0.114 0.072 0.088 0.081 -0.110 -0.186 -0.194 -0.158 -0.052 -0.206 -0.186 -0.221 -0.093 0.069 0.070 0.093 0.104 0.103 0.101 0.122 0.042 0.119 0.102 0.117 0.116 0.091 0.089 0.080 -0.090 -0.146 -0.295 -0.179 -0.032 -0.195 -0.212 -0.202 -0.082 0.094 0.090 0.065 0.121 0.098 0.115 0.111 0.087 0.118 0.077 0.129 0.088 0.067 0.087 0.083 -0.118 -0.235 -0.140 -0.196 -0.069 -0.159 -0.187 -0.230 -0.045 0.103 0.092 0.092 0.135 0.121 0.132

(5)
ORCA calculation (the ωB97M-V functional and the def2-TZVPD basis) on a molecular structure, CH5BS2.

```
! RIJCOSX wB97M-V def2-TZVPD def2/J DEFGRID3
* xyz 0 1
B -0.127 -0.205 0.081
C 0.389 0.729 1.235
S 1.140 0.044 -2.089
S -1.434 -1.395 0.040
H -0.114 0.661 2.229
H 0.513 1.868 0.852
H 1.457 0.508 1.546
H 0.006 -0.378 -2.740
H -1.831 -1.832 -1.155
*
```

Values from the calculation:
- Kohn-Sham gap: 8.786 eV
- ΔE to the lowest compared entry with this formula, charge and spin: 59.0 kcal per mole

Calculated atomic charges, method natural (NBO), unit e: 0.603 -1.102 -0.455 -0.183 0.256 0.290 0.280 0.125 0.185

(6)
ORCA calculation (the ωB97M-V functional and the def2-TZVPD basis) on C6H12O in the gas phase.

```
! RIJCOSX wB97M-V def2-TZVPD def2/J DEFGRID3
* xyz 0 1
C 1.562 -1.152 0.388
C 1.407 1.472 -0.578
C 0.187 1.400 -0.055
C -1.016 0.862 -0.785
C -1.834 -0.090 0.089
C -0.878 -1.147 0.687
O 0.393 -0.589 0.998
H 2.472 -0.612 0.701
H 1.622 -2.162 0.771
H 1.599 -1.180 -0.719
H 2.244 1.874 -0.016
H 1.596 1.124 -1.588
H -0.012 1.784 0.945
H -1.625 1.716 -1.104
H -0.685 0.336 -1.691
H -2.625 -0.590 -0.495
H -2.357 0.477 0.874
H -1.307 -1.560 1.609
H -0.745 -1.963 -0.029
*
```

Values from the calculation:
- Kohn-Sham gap: 9.501 eV
- ΔE to the lowest compared entry with this formula, charge and spin: 51.8 kcal per mole

Calculated atomic charges, method natural (NBO), unit e: -0.254 -0.486 -0.106 -0.446 -0.419 -0.059 -0.555 0.205 0.178 0.177 0.198 0.184 0.197 0.221 0.200 0.214 0.201 0.183 0.169

no.,energy (a.u.)
1,-272.5816
2,-265.3375
3,-13554.8658
4,-4800.7350
5,-862.2874
6,-310.9767